Molecular formula: C44H105Br6N4O24P5
Method: DFT, ωB97M-V/def2-TZVPD

Each line ends with the Mulliken spin population.
Atoms and positions in Å:
1 C 0.7801 -1.3579 0.2065  0.00
2 O 1.8065 -1.7677 -0.3806  0.00
3 N 0.0922 -0.1767 0.1215  0.00
4 C -1.0542 -0.0141 0.9147  0.00
5 C 0.5537 0.9080 -0.6153  0.00
6 H 0.2415 -1.9365 0.9729  0.00
7 H -1.7426 0.5484 0.2839  0.00
8 H -0.8200 0.5950 1.7877  0.00
9 H -1.4328 -1.0219 1.0852  0.00
10 H 0.9236 1.7352 -0.0095  0.00
11 H 1.4003 0.6580 -1.2547  0.00
12 H -0.2321 1.4134 -1.1768  0.00
13 C 0.3215 3.1880 3.9068  0.00
14 O 0.3109 1.9916 3.5525  0.00
15 N -0.7774 3.8679 3.9139  0.00
16 C -0.6549 5.3334 4.0524  0.00
17 C -2.1004 3.2831 3.5279  0.00
18 H 1.1937 3.6175 4.4234  0.00
19 H -1.0864 5.7736 3.1534  0.00
20 H 0.3580 5.6419 4.3109  0.00
21 H -1.1435 5.7226 4.9457  0.00
22 H -2.4063 3.2479 2.4823  0.00
23 H -2.1041 2.2754 3.9433  0.00
24 H -2.9400 3.8377 3.9470  0.00
25 C 1.9073 3.5311 -2.5316  0.00
26 O 1.5037 4.3669 -1.6671  0.00
27 N 3.0751 2.8087 -2.4305  0.00
28 C 3.4576 1.8662 -3.4511  -0.01
29 C 3.9790 3.0535 -1.2716  0.00
30 H 1.3996 3.3209 -3.4857  0.00
31 H 4.3274 2.1893 -4.0230  0.00
32 H 2.6433 1.5220 -4.0887  0.00
33 H 3.7943 0.9914 -2.8948  0.00
34 H 4.7604 3.8004 -1.4115  0.00
35 H 3.4433 3.5106 -0.4396  0.00
36 H 4.3938 2.1587 -0.8074  0.00
37 C 5.0054 -0.8127 -1.0947  -0.02
38 O 5.8277 -0.3239 -0.3035  0.51
39 N 5.4401 -1.6812 -1.9622  0.50
40 C 4.6606 -1.9605 -3.1446  0.01
41 C 6.7718 -2.1857 -2.0455  0.01
42 H 3.9372 -0.5468 -1.1179  -0.12
43 H 4.5582 -3.0359 -3.2898  0.01
44 H 5.0720 -1.5344 -4.0597  0.03
45 H 3.6494 -1.5553 -3.1827  0.01
46 H 6.6929 -3.2393 -2.3133  0.02
47 H 7.1718 -1.6122 -2.8817  0.03
48 H 7.3533 -2.0853 -1.1290  0.01
49 C 0.2249 -0.9535 -5.7591  0.00
50 Br 1.3425 -2.5381 -6.1252  0.00
51 Br 0.5107 0.4311 -7.1247  0.00
52 Br 0.4158 -0.5513 -3.7901  0.00
53 H -0.7534 -1.3606 -6.0148  0.00
54 C 2.0811 -4.1480 4.4676  0.00
55 Br 1.6320 -2.7867 3.0654  0.00
56 Br 3.9927 -4.3933 4.6138  0.00
57 Br 1.1717 -5.8973 4.2867  0.00
58 H 1.8988 -3.6039 5.3943  0.00
59 C -4.6771 -0.7768 2.0829  0.00
60 C -4.3283 0.5723 2.5672  0.00
61 O -5.4379 1.0900 3.1108  0.00
62 P -6.0543 2.5172 2.6937  0.00
63 O -5.0897 3.5667 3.1028  0.00
64 O -6.1565 2.3093 1.1381  0.00
65 C -6.1054 3.3864 0.2577  0.00
66 C -7.4600 3.4272 -0.4167  0.00
67 O -7.5723 2.5078 3.3924  0.00
68 C -7.6480 2.5962 4.7980  0.00
69 C -9.1115 2.9888 5.1708  0.00
70 H -5.1134 -1.2944 2.9371  0.00
71 H -5.4322 -0.6925 1.3013  0.00
72 H -3.7847 -1.2836 1.7156  0.00
73 H -3.7539 0.4261 3.4820  0.00
74 H -3.8228 1.2438 1.8732  0.00
75 H -5.8750 4.3917 0.6105  0.00
76 H -5.3972 3.1206 -0.5271  0.00
77 H -7.4094 3.8374 -1.4253  0.00
78 H -7.7784 2.3916 -0.5354  0.00
79 H -8.2639 3.9918 0.0558  0.00
80 H -7.3322 1.5746 5.0096  0.00
81 H -6.9418 3.2885 5.2563  0.00
82 H -9.8214 2.5846 4.4491  0.00
83 H -9.4041 2.7631 6.1962  0.00
84 H -9.1713 4.0714 5.0591  0.00
85 C 3.8740 0.2413 2.4776  0.00
86 C 3.4187 1.7054 2.3033  0.00
87 O 4.5347 2.4738 2.7475  0.00
88 P 4.3307 4.0145 3.3348  0.00
89 O 3.5375 3.9901 4.5485  0.00
90 O 5.9402 4.5381 3.4479  0.00
91 C 6.5694 5.0873 4.6262  0.00
92 C 7.7959 4.2153 5.1213  0.00
93 O 3.6935 4.7962 2.0991  0.00
94 C 3.5813 6.1671 2.2159  0.00
95 C 4.9101 6.9755 2.0470  0.00
96 H 4.8522 -0.0558 2.0994  0.00
97 H 3.9916 0.1230 3.5548  0.00
98 H 3.0666 -0.4764 2.3323  0.00
99 H 3.2293 1.9385 1.2555  0.00
100 H 2.6000 1.9964 2.9614  0.00
101 H 6.8208 6.1321 4.4440  0.00
102 H 5.9841 5.3224 5.5152  0.00
103 H 8.5794 4.3659 4.3786  0.00
104 H 7.9183 4.5348 6.1562  0.00
105 H 7.6537 3.1349 5.0973  0.00
106 H 2.7573 6.4701 1.5700  0.00
107 H 3.0323 6.3315 3.1431  0.00
108 H 4.9235 7.7762 2.7865  0.00
109 H 5.8659 6.4584 2.1315  0.00
110 H 4.7785 7.5188 1.1113  0.00
111 C -2.2400 5.6236 -7.9245  0.00
112 C -1.6084 4.4948 -6.9925  0.00
113 O -2.2426 4.4737 -5.6737  0.00
114 P -2.3175 3.0565 -4.8895  0.00
115 O -1.0669 2.2871 -4.9089  0.00
116 O -2.8201 3.5593 -3.4004  0.00
117 C -1.9412 4.4416 -2.5963  0.00
118 C -1.8315 3.9265 -1.2180  0.00
119 O -3.6397 2.3342 -5.5517  0.00
120 C -4.8326 3.0441 -5.6582  0.00
121 C -5.5938 2.8490 -7.1128  0.00
122 H -3.1657 5.2729 -8.3808  0.00
123 H -2.5501 6.5609 -7.4624  0.00
124 H -1.4396 5.8440 -8.6309  0.00
125 H -1.6842 3.5117 -7.4570  0.00
126 H -0.5648 4.6978 -6.7518  0.00
127 H -1.0215 4.6699 -3.1349  0.00
128 H -2.5700 5.3297 -2.5330  0.00
129 H -1.1335 3.1022 -1.0714  0.00
130 H -1.4872 4.6870 -0.5171  0.00
131 H -2.8288 3.8270 -0.7896  0.00
132 H -5.4303 2.4800 -4.9422  0.00
133 H -4.8350 4.0917 -5.3569  0.00
134 H -6.1025 1.8855 -7.0828  0.00
135 H -6.1770 3.7207 -7.4094  0.00
136 H -4.9349 2.8242 -7.9808  0.00
137 C 3.5340 -5.5652 -5.2788  0.00
138 C 4.2180 -6.8326 -5.0495  0.00
139 O 3.8119 -7.4333 -3.9039  0.00
140 P 3.6336 -6.7032 -2.4521  0.00
141 O 4.7375 -5.7672 -2.0813  0.00
142 O 3.2527 -7.8079 -1.3195  0.00
143 C 4.3126 -8.6921 -0.9099  0.00
144 C 4.7117 -9.8541 -1.9498  0.00
145 O 2.2873 -5.9176 -2.7186  0.00
146 C 1.6902 -5.0832 -1.7155  0.00
147 C 0.6562 -4.1508 -2.3024  0.00
148 H 3.8400 -5.3062 -6.2924  0.00
149 H 2.4675 -5.7692 -5.1836  0.00
150 H 3.7037 -4.6926 -4.6479  0.00
151 H 4.0406 -7.5142 -5.8814  0.00
152 H 5.2624 -6.5209 -5.0446  0.00
153 H 5.1641 -8.0821 -0.6084  0.00
154 H 4.0813 -9.2930 -0.0304  0.00
155 H 5.2313 -9.6401 -2.8837  0.00
156 H 5.3146 -10.5504 -1.3668  0.00
157 H 3.7694 -10.3180 -2.2413  0.00
158 H 1.1879 -5.7037 -0.9733  0.00
159 H 2.4050 -4.3595 -1.3240  0.00
160 H 1.0840 -3.4269 -2.9960  0.00
161 H -0.2337 -4.6493 -2.6866  0.00
162 H 0.2837 -3.5038 -1.5082  0.00
163 C -1.0595 -6.7763 0.2317  0.00
164 C -1.3542 -5.3519 0.7022  0.00
165 O -2.0326 -5.3519 1.9561  0.00
166 P -2.3567 -4.0201 2.7714  0.00
167 O -1.3446 -2.9241 2.5946  0.00
168 O -3.8321 -3.5673 2.3036  0.00
169 C -4.6469 -4.5797 2.0776  0.00
170 C -6.1420 -4.1302 2.3943  0.00
171 O -2.4480 -4.5753 4.2740  0.00
172 C -1.8657 -3.8799 5.4174  0.00
173 C -2.5490 -4.6078 6.6187  0.00
174 H -0.4916 -6.8105 -0.6981  0.00
175 H -0.4069 -7.2384 0.9725  0.00
176 H -1.9411 -7.4173 0.2240  0.00
177 H -0.5075 -4.7077 0.9394  0.00
178 H -1.9654 -4.8227 -0.0288  0.00
179 H -4.5762 -4.7660 1.0060  0.00
180 H -4.4643 -5.5278 2.5834  0.00
181 H -7.0375 -4.5567 1.9423  0.00
182 H -6.1805 -4.4465 3.4367  0.00
183 H -6.2575 -3.0566 2.5429  0.00
184 H -0.7850 -3.7471 5.4676  0.00
185 H -2.1771 -2.8361 5.4583  0.00
186 H -2.6170 -5.6818 6.4452  0.00
187 H -1.8974 -4.2817 7.4293  0.00
188 H -3.5776 -4.2808 6.7712  0.00

Results
Charge: +1
2S+1: 2
DFT total energy (Eh): -20915.10409
E_HOMO (spin up / spin down) (eV): -10.465 / -10.465
Gap between HOMO and LUMO (spin up / spin down) (Eh): 0.2913 / 0.1108

Molecular formula: C44H107Br2F2N3O19Si
Method: DFT, ωB97M-V/def2-TZVPD

Each line ends with the Mulliken charge.
Atoms and positions in Å:
1 C 0.5025 -2.5184 5.2447  -0.02
2 C 0.6349 -2.9590 4.1245  -0.88
3 C 0.8688 -3.3365 2.6737  -0.37
4 N 0.0587 -2.4180 1.8688  0.10
5 C 0.5023 -2.2864 0.4741  -0.24
6 C -0.4149 -3.2606 -0.3677  -0.59
7 C -0.2272 -4.7635 -0.0052  -0.39
8 C -0.8541 -5.6157 -1.1908  -0.69
9 C -2.0073 -6.4809 -0.5794  -0.39
10 C -2.7718 -7.3473 -1.6344  -0.87
11 C 0.5445 -0.8355 -0.0794  0.80
12 O 1.5432 0.0364 0.5400  0.58
13 C 2.5949 -0.5112 1.2624  -1.14
14 C 3.7910 0.5828 1.1378  -0.76
15 O 3.4032 1.7186 0.2960  -0.06
16 N 4.5269 2.0401 -0.4121  -0.36
17 O 4.2637 2.7121 -1.3487  0.08
18 N 2.3614 -0.6235 2.7096  0.51
19 C 3.4526 -1.3244 3.4012  -0.27
20 C 3.9291 -0.4170 4.6047  -1.33
21 C 0.9643 -0.7303 -1.5915  -1.00
22 Br 2.8451 -0.3754 -2.0091  -0.08
23 C 0.2119 -0.8478 -2.6993  0.10
24 C 0.7777 -0.6713 -4.1299  -1.45
25 Br -1.6615 -1.2563 -2.6531  -0.11
26 C -0.7569 0.0373 0.2705  1.00
27 F -1.8958 -0.6980 0.4047  -0.45
28 F -0.5484 0.5477 1.5621  -0.49
29 C -0.8828 1.2980 -0.6073  -0.04
30 C -1.4562 2.5698 0.1490  -0.33
31 Si -0.0825 3.8082 0.6109  0.37
32 C 0.9652 3.2259 2.1022  -1.06
33 C 1.0788 4.1643 -0.8563  -0.77
34 C -0.8991 5.4361 1.2017  0.68
35 C -1.9065 5.3215 2.2095  -0.31
36 C -2.5618 6.4656 2.7603  -0.45
37 C -2.1979 7.7358 2.2877  -0.74
38 C -1.1776 7.8410 1.2520  -0.47
39 C -0.5221 6.7291 0.7052  -0.39
40 H 0.1692 -2.0262 6.1729  0.42
41 H 1.9475 -3.3682 2.4109  0.23
42 H 0.5025 -4.3853 2.5975  0.48
43 H 0.0380 -1.5476 2.3910  0.32
44 H 1.4867 -2.8174 0.3992  0.65
45 H -1.4859 -3.0185 -0.2777  0.22
46 H -0.0341 -3.1694 -1.4094  0.39
47 H -0.7232 -5.0447 0.9445  0.18
48 H 0.8579 -4.9972 -0.0076  0.24
49 H -0.1001 -6.2947 -1.6385  0.27
50 H -1.2047 -4.9304 -1.9865  0.38
51 H -1.5161 -7.1480 0.1640  0.23
52 H -2.6726 -5.8091 0.0013  0.29
53 H -2.8235 -6.8345 -2.6134  0.11
54 H -3.8004 -7.4895 -1.2632  0.26
55 H -2.2875 -8.3383 -1.6795  0.32
56 H 3.0833 -1.4220 0.8588  0.53
57 H 4.7358 0.1214 0.7979  0.49
58 H 4.0066 1.0372 2.1281  0.08
59 H 2.1876 0.3000 3.0911  0.37
60 H 3.1467 -2.2800 3.8706  0.20
61 H 4.3078 -1.5764 2.7301  0.31
62 H 4.9725 -0.6517 4.8880  0.35
63 H 3.8406 0.6624 4.3853  0.34
64 H 3.2606 -0.6742 5.4539  0.30
65 H 1.4608 -1.4929 -4.4065  0.22
66 H -0.0579 -0.6212 -4.8523  0.50
67 H 1.3092 0.2975 -4.2207  0.19
68 H 0.1032 1.6338 -0.9943  -0.48
69 H -1.5342 1.1828 -1.4870  0.35
70 H -2.1357 2.3217 0.9849  -0.05
71 H -2.0870 3.1225 -0.5899  0.60
72 H 1.6603 4.0559 2.3320  0.51
73 H 1.4605 2.2737 1.8459  -0.02
74 H 0.2549 3.1073 2.9475  0.34
75 H 1.0243 5.2147 -1.1811  0.53
76 H 0.8293 3.5359 -1.7340  0.31
77 H 2.1016 3.9106 -0.5048  -0.12
78 H -2.1944 4.3134 2.5890  0.06
79 H -3.3057 6.3190 3.5590  0.41
80 H -2.6889 8.6248 2.7010  0.35
81 H -0.8790 8.8446 0.9043  0.33
82 H 0.2532 6.8617 -0.0573  0.33
83 C 7.3169 5.1991 -1.0252  -0.52
84 O 5.9145 5.2331 -1.2712  -0.50
85 H 7.6802 6.2238 -0.9658  0.25
86 H 7.5208 4.6896 -0.0821  0.20
87 H 7.8292 4.6826 -1.8404  0.26
88 H 5.6033 4.3224 -1.3225  0.24
89 C 6.4761 -1.5580 -3.6597  -0.36
90 O 5.7485 -2.5984 -3.0176  -0.55
91 H 7.5168 -1.8639 -3.7404  0.29
92 H 6.0748 -1.3816 -4.6615  0.21
93 H 6.4173 -0.6379 -3.0701  0.08
94 H 4.8330 -2.3095 -2.9558  0.30
95 C 4.1586 2.0053 -4.7087  -0.52
96 O 3.2961 3.0289 -4.2163  -0.47
97 H 3.7574 1.6358 -5.6505  0.26
98 H 5.1597 2.4098 -4.8765  0.35
99 H 4.2059 1.1839 -3.9875  -0.01
100 H 3.6682 3.3403 -3.3834  0.28
101 C -4.7669 2.2541 2.1583  -0.56
102 O -3.8031 2.6923 3.1120  -0.42
103 H -4.7181 2.9110 1.2918  0.18
104 H -4.5469 1.2297 1.8470  0.22
105 H -5.7695 2.3013 2.5902  0.32
106 H -3.8615 2.1015 3.8691  0.27
107 C 8.0794 1.3853 1.0268  -0.62
108 O 7.6453 2.0187 -0.1700  -0.48
109 H 9.1337 1.6097 1.1737  0.28
110 H 7.5095 1.7640 1.8805  0.25
111 H 7.9510 0.3021 0.9472  0.27
112 H 6.7122 1.8088 -0.2819  0.37
113 C -5.7551 -9.9904 -1.9509  -0.46
114 O -4.8106 -9.5552 -0.9769  -0.45
115 H -5.7051 -9.3184 -2.8061  0.13
116 H -5.5137 -11.0064 -2.2750  0.27
117 H -6.7634 -9.9636 -1.5284  0.26
118 H -4.8691 -10.1595 -0.2306  0.27
119 C -5.2248 -6.1426 -4.7069  -0.57
120 O -5.9523 -7.1756 -4.0513  -0.46
121 H -4.1854 -6.4521 -4.7902  0.20
122 H -5.6317 -5.9739 -5.7073  0.30
123 H -5.2798 -5.2184 -4.1260  0.26
124 H -6.8667 -6.8841 -3.9869  0.27
125 C 1.0794 6.3201 -4.3557  -0.71
126 O 1.1685 5.1653 -3.5297  -0.21
127 H 0.3984 7.0286 -3.8870  0.21
128 H 2.0638 6.7833 -4.4609  0.29
129 H 0.6925 6.0486 -5.3419  0.28
130 H 1.7760 4.5502 -3.9618  0.23
131 C 0.0225 -1.5311 -8.3707  -0.60
132 O -0.0132 -0.8063 -7.1499  -0.42
133 H -0.1907 -2.5786 -8.1663  0.27
134 H -0.7330 -1.1376 -9.0556  0.20
135 H 1.0141 -1.4475 -8.8229  0.26
136 H 0.1774 0.1150 -7.3650  0.26
137 C 2.8050 -4.9028 7.0802  -0.14
138 O 3.8004 -4.4818 8.0088  -0.53
139 H 2.8223 -4.2332 6.2232  -0.17
140 H 3.0145 -5.9220 6.7447  0.31
141 H 1.8191 -4.8596 7.5499  0.25
142 H 3.7681 -5.0847 8.7573  0.30
143 C -0.9332 2.0088 -10.2658  -0.63
144 O -0.3359 1.8927 -8.9774  -0.43
145 H -0.4525 1.2981 -10.9343  0.22
146 H -2.0003 1.7817 -10.2061  0.28
147 H -0.7919 3.0200 -10.6539  0.30
148 H -0.7731 2.5275 -8.4012  0.28
149 C -4.0554 6.5679 -1.7628  -0.30
150 O -4.0540 7.4094 -0.6151  -0.47
151 H -4.6201 7.0593 -2.5539  0.12
152 H -3.0305 6.3987 -2.1038  0.18
153 H -4.5273 5.6105 -1.5256  0.23
154 H -3.5439 6.9650 0.0738  0.25
155 C -2.7773 -4.6006 5.1710  -0.34
156 O -3.2602 -4.8473 3.8537  -0.54
157 H -3.1810 -5.3583 5.8394  0.20
158 H -1.6864 -4.6548 5.1801  0.15
159 H -3.1051 -3.6123 5.5044  0.22
160 H -2.8904 -4.1660 3.2820  0.28
161 C -0.7268 -0.4109 8.6553  -0.60
162 O -1.2146 -0.6506 7.3364  -0.48
163 H -1.1319 -1.1735 9.3166  0.23
164 H 0.3648 -0.4661 8.6678  0.27
165 H -1.0498 0.5738 9.0005  0.29
166 H -0.8454 0.0341 6.7685  0.28
167 C -5.0651 -5.1871 8.3430  -0.41
168 O -4.3699 -5.8812 9.3738  -0.51
169 H -4.6114 -4.2068 8.2140  0.17
170 H -4.9891 -5.7455 7.4068  0.19
171 H -6.1156 -5.0642 8.6192  0.28
172 H -4.7858 -6.7428 9.4704  0.29
173 C -5.9041 9.8429 -2.5812  -0.53
174 O -6.4826 9.2746 -1.4168  -0.51
175 H -6.5372 10.6621 -2.9174  0.27
176 H -4.9064 10.2293 -2.3547  0.23
177 H -5.8382 9.0921 -3.3747  0.23
178 H -5.9081 8.5530 -1.1354  0.32

Results
DFT total energy (Eh): -8971.23858
E_HOMO (eV): -8.779
Gap between HOMO and LUMO (Eh): 0.3016

Q: The lowest DFT total energy belongs to which entry?
A: C44H105Br6N4O24P5

Q: Which formula does entry 1 have?
A: C44H105Br6N4O24P5